No. 1
# C10H16N2O2

The molecule C10H16N2O2 (ωB97M-V/def2-TZVPD, the Open Molecules 2025 dataset).

Properties
- orbital gap (eV) = 9.085
- HOMO level (eV) = -8.3
- SMILES string = Nc1ccc(N(CCO)CCO)cc1
- energy relative to the best compared isomer or geometry (same formula, charge and spin) (kJ/mol) = 327.9

Structure (ORCA input):
```
! wB97M-V def2-TZVPD RIJCOSX def2/J DEFGRID3
* xyz 0 1
C -2.9484 0.2147 -0.1229
C -2.4025 -0.4013 1.0460
C -1.0008 -0.6584 1.0841
C -0.0754 -0.2057 0.1427
C -0.6562 0.4992 -0.9603
C -2.0434 0.7164 -1.0955
C 2.1413 -0.9429 -0.6162
C 2.0404 -2.4610 -0.3104
C 2.0422 0.7464 0.8712
C 2.3682 1.9264 -0.1378
H -4.7109 -0.1912 0.5467
H -4.7389 0.5065 -1.0373
H -3.2778 -0.7711 1.7408
H -0.5716 -1.1067 1.9568
H -0.0549 1.0081 -1.7435
H -2.4152 1.2854 -2.0323
H 3.2691 -0.7509 -0.6411
H 1.8397 -0.9005 -1.6705
H 2.4137 -3.0607 -1.0872
H 2.3597 -2.7251 0.6465
H 0.3267 -2.2923 0.5028
H 3.0364 0.3274 1.1798
H 1.6194 1.1501 1.8187
H 2.2947 1.6866 -1.2736
H 3.4517 2.2090 -0.2776
H 0.8684 3.0918 0.3962
N -4.4043 0.4826 -0.0857
N 1.3294 -0.3585 0.4186
O 0.5924 -2.7586 -0.2805
O 1.7854 3.1413 0.1854
*
```

Charges per atom according to Löwdin partitioning, unit e: number 1, C, carries -0.288; number 2, C, carries -0.018; number 3, C, carries -0.041; number 4, C, carries -0.244; number 5, C, carries -0.017; number 6, C, carries -0.044; number 7, C, carries -0.182; number 8, C, carries -0.169; number 9, C, carries -0.185; number 10, C, carries -0.263; number 11, H, carries 0.029; number 12, H, carries 0.077; number 13, H, carries 0.140; number 14, H, carries 0.110; number 15, H, carries 0.114; number 16, H, carries 0.132; number 17, H, carries 0.150; number 18, H, carries 0.126; number 19, H, carries 0.097; number 20, H, carries 0.096; number 21, H, carries 0.013; number 22, H, carries 0.126; number 23, H, carries 0.139; number 24, H, carries 0.124; number 25, H, carries 0.122; number 26, H, carries 0.069; number 27, N, carries 0.080; number 28, N, carries -0.149; number 29, O, carries -0.084; number 30, O, carries -0.061

No. 2
# C10H16N2O2S

The molecule C10H16N2O2S (ωB97M-V/def2-TZVPD, the Open Molecules 2025 dataset).

Properties
- orbital gap (eV) = 9.294
- HOMO level (eV) = -9.4
- SMILES string = CCC1(CC)C(=O)N(C)C(=O)N=C1SC
- energy relative to the best compared isomer or geometry (same formula, charge and spin) (kJ/mol) = 31.1

Structure (ORCA input):
```
! wB97M-V def2-TZVPD RIJCOSX def2/J DEFGRID3
* xyz 0 1
O 2.4967 2.1074 1.7114
O -1.7892 1.3478 0.8932
N 1.9297 0.2273 0.7223
S 1.7908 -2.0860 -0.4140
C 1.6203 1.4743 1.1486
C -0.6208 1.0826 0.6195
C 1.0856 -0.5584 0.1599
N 0.3345 1.9563 1.0406
C 2.9502 -2.3530 0.9833
C -0.0788 3.2131 1.7001
C -1.5851 0.9833 -2.1828
C -1.5781 -2.4634 -0.8973
C -0.2918 0.2455 -1.6831
C -1.3444 -1.3204 0.1312
C -0.3087 -0.1788 -0.1930
H 3.7585 -1.6500 1.0180
H 2.3901 -2.3044 1.9051
H 3.3973 -3.3315 0.8874
H -0.6834 2.9841 2.5674
H -0.6416 3.8260 1.0049
H 0.7717 3.8014 2.0468
H -1.5853 2.0090 -1.8275
H -1.5432 1.0531 -3.2771
H -2.5365 0.5510 -1.9095
H -0.6433 -2.9526 -1.1641
H -2.1113 -2.1085 -1.8354
H -2.1784 -3.2138 -0.3823
H -0.1462 -0.6563 -2.3039
H 0.5412 0.9341 -1.8680
H -1.0688 -1.7645 1.1103
H -2.3316 -0.8546 0.2880
*
```

Charges per atom according to Löwdin partitioning, unit e: number 1, O, carries 0.096; number 2, O, carries 0.081; number 3, N, carries 0.138; number 4, S, carries 0.949; number 5, C, carries -0.498; number 6, C, carries -0.366; number 7, C, carries -0.509; number 8, N, carries 0.037; number 9, C, carries -0.354; number 10, C, carries 0.018; number 11, C, carries -0.067; number 12, C, carries -0.106; number 13, C, carries -0.152; number 14, C, carries -0.167; number 15, C, carries -0.356; number 16, H, carries 0.031; number 17, H, carries 0.038; number 18, H, carries 0.030; number 19, H, carries 0.094; number 20, H, carries 0.094; number 21, H, carries 0.092; number 22, H, carries 0.069; number 23, H, carries 0.077; number 24, H, carries 0.071; number 25, H, carries 0.020; number 26, H, carries 0.093; number 27, H, carries 0.071; number 28, H, carries 0.111; number 29, H, carries 0.126; number 30, H, carries 0.125; number 31, H, carries 0.111

No. 3
# C10H16N2O3

The molecule C10H16N2O3 (ωB97M-V/def2-TZVPD, the Open Molecules 2025 dataset).

Properties
- orbital gap (eV) = 9.054
- HOMO level (eV) = -8.6
- SMILES string = O=C(O)[C@@H]1CCCN1C(=O)[C@@H]1CCCN1
- energy relative to the best compared isomer or geometry (same formula, charge and spin) (kJ/mol) = 296.6

Structure (ORCA input):
```
! wB97M-V def2-TZVPD RIJCOSX def2/J DEFGRID3
* xyz 0 1
C -0.5598 1.7603 0.7765
C -1.2741 0.4410 1.0264
C -0.2930 1.9540 -0.8647
C 1.1362 2.5434 -0.9141
C 1.8573 2.3425 0.5181
C 0.4404 -1.0505 -0.1643
C 0.4226 -0.9015 -1.6669
C 0.7051 -2.5713 0.1264
C -0.2486 -2.8428 1.3008
C -1.4445 -1.8064 1.1587
H 0.9128 2.0643 2.2990
H -1.1292 2.6014 1.1784
H -0.3592 0.8653 -1.2383
H -1.0572 2.5013 -1.2858
H 1.2570 3.6581 -0.9038
H 1.8073 2.1327 -1.6141
H 2.1985 3.2610 0.9612
H 2.6237 1.5669 0.3692
H 1.2779 -0.3040 0.2863
H 0.2183 -2.9474 -0.7950
H 1.8153 -2.8070 0.3176
H -0.6065 -3.9011 1.2797
H -0.0336 -2.9283 2.4106
H -2.2189 -2.3070 0.5504
H -1.9438 -1.4216 2.1115
H 1.8904 -0.2996 -2.8531
N 0.8151 1.7821 1.3106
N -0.8562 -0.6778 0.4206
O -2.4741 0.4018 1.3613
O -0.5274 -1.0804 -2.3470
O 1.6496 -0.4061 -1.8860
*
```

Charges per atom according to Löwdin partitioning, unit e: number 1, C, carries -0.160; number 2, C, carries -0.408; number 3, C, carries -0.035; number 4, C, carries -0.130; number 5, C, carries -0.211; number 6, C, carries -0.204; number 7, C, carries -0.574; number 8, C, carries -0.090; number 9, C, carries -0.163; number 10, C, carries -0.120; number 11, H, carries 0.130; number 12, H, carries 0.136; number 13, H, carries 0.093; number 14, H, carries 0.079; number 15, H, carries 0.112; number 16, H, carries 0.062; number 17, H, carries 0.097; number 18, H, carries 0.096; number 19, H, carries 0.183; number 20, H, carries 0.121; number 21, H, carries 0.148; number 22, H, carries 0.102; number 23, H, carries 0.116; number 24, H, carries 0.123; number 25, H, carries 0.136; number 26, H, carries 0.168; number 27, N, carries -0.080; number 28, N, carries 0.000; number 29, O, carries 0.025; number 30, O, carries 0.159; number 31, O, carries 0.087

No. 4
# C10H16N2PPdSe

A structure of composition C10H16N2PPdSe (ωB97M-V/def2-TZVPD, the Open Molecules 2025 dataset).

Properties
- orbital gap (alpha / beta) (eV) = 2.381 / 5.492
- HOMO level (alpha / beta) (eV) = 0.2 / -3.0
- ⟨S²⟩ = 2.01

Structure (ORCA input):
```
! wB97M-V def2-TZVPD RIJCOSX def2/J DEFGRID3
* xyz -1 3
C -0.4789 1.6879 -1.0530
C -0.6584 2.6694 -0.0331
C -1.9622 2.5393 0.5161
C -2.6219 1.4762 -0.1452
C -1.7410 0.9143 -1.1317
Pd 0.0529 -0.8337 -0.7375
P 2.3295 -0.7854 -0.4822
H 0.2668 1.6799 -1.8584
H 0.1099 3.3844 0.2729
H -2.3605 3.0843 1.3658
H -2.0168 0.2570 -1.9717
H -3.6290 1.1142 0.0394
H 2.9309 -1.0077 0.8294
H 3.0326 0.4063 -0.9438
H 2.8708 -1.8106 -1.3531
C -1.0433 -2.6263 4.3242
N -0.3808 -3.2522 3.1946
C 0.3288 -4.4416 3.2508
C 0.7503 -4.7098 1.9691
N 0.2874 -3.6686 1.1798
C 0.4624 -3.6113 -0.2499
C -0.4059 -2.7637 1.9223
Se -1.1991 -1.2102 1.3546
H -0.7531 -1.5705 4.3904
H -0.7347 -3.1574 5.2302
H -2.1355 -2.6808 4.2224
H 0.4718 -4.9771 4.1602
H 1.3080 -5.5156 1.5613
H 1.5263 -3.5960 -0.5039
H -0.0455 -4.4692 -0.7045
H -0.0452 -2.6850 -0.6370
*
```

Charges per atom according to Löwdin partitioning, unit e: number 1, C, carries -0.262; number 2, C, carries -0.202; number 3, C, carries -0.196; number 4, C, carries -0.248; number 5, C, carries -0.298; number 6, Pd, carries -0.041; number 7, P, carries 0.508; number 8, H, carries 0.054; number 9, H, carries 0.060; number 10, H, carries 0.061; number 11, H, carries 0.052; number 12, H, carries 0.062; number 13, H, carries -0.176; number 14, H, carries -0.145; number 15, H, carries -0.160; number 16, C, carries -0.060; number 17, N, carries -0.147; number 18, C, carries -0.058; number 19, C, carries -0.059; number 20, N, carries -0.136; number 21, C, carries -0.162; number 22, C, carries -0.685; number 23, Se, carries 0.714; number 24, H, carries 0.079; number 25, H, carries 0.084; number 26, H, carries 0.092; number 27, H, carries 0.101; number 28, H, carries 0.101; number 29, H, carries 0.047; number 30, H, carries 0.081; number 31, H, carries -0.063

We obtain M values of 196.250, 228.317, 212.249, 380.606 u for the records listed above, in that order.